Arrangement i

ORCA calculation (ωB97M-V/def2-TZVPD) on 13 unconnected molecules or ions with the total composition C52H104O37.

Positions of all 193 atoms, in Å:
C -3.172 -3.417 9.377
C -3.822 -4.470 8.423
O -3.981 -5.736 9.110
C -4.673 -6.686 8.588
O -5.319 -6.585 7.539
O -4.665 -7.672 9.488
C -5.588 -8.680 9.371
H -2.411 -3.767 10.073
H -3.941 -2.966 10.003
H -2.770 -2.633 8.735
H -3.290 -4.652 7.490
H -4.817 -4.050 8.274
H -5.355 -9.432 8.618
H -6.528 -8.276 8.995
H -5.816 -9.182 10.312
C -10.381 -4.618 1.186
C -9.182 -5.387 1.691
O -8.220 -5.904 0.727
C -6.991 -5.237 0.598
O -6.717 -4.286 1.229
O -6.155 -5.871 -0.295
C -6.687 -6.862 -1.146
H -11.002 -5.290 0.594
H -9.977 -3.840 0.538
H -10.994 -4.252 2.010
H -9.480 -6.300 2.207
H -8.820 -4.801 2.536
H -7.088 -6.355 -2.024
H -7.286 -7.628 -0.652
H -5.784 -7.360 -1.499
C -4.537 5.921 -4.318
C -3.687 7.081 -4.786
O -3.753 7.108 -6.212
C -4.670 7.911 -6.819
O -5.589 8.517 -6.244
O -4.472 7.895 -8.156
C -5.430 8.493 -9.017
H -4.089 4.986 -4.654
H -5.480 6.016 -4.855
H -4.798 5.932 -3.260
H -2.655 6.891 -4.491
H -4.019 8.017 -4.337
H -5.932 9.340 -8.550
H -6.214 7.769 -9.239
H -4.926 8.805 -9.931
C -6.383 3.150 4.251
C -6.730 4.461 4.985
O -5.601 5.272 5.201
C -4.943 5.401 6.404
O -5.227 4.818 7.440
O -3.836 6.112 6.198
C -2.916 6.268 7.271
H -7.328 2.649 4.043
H -5.810 2.477 4.889
H -5.798 3.252 3.337
H -7.244 4.254 5.924
H -7.330 5.102 4.339
H -2.163 6.974 6.922
H -2.444 5.320 7.529
H -3.319 6.708 8.183
C 5.875 -10.853 3.982
C 4.359 -10.884 4.125
O 3.892 -9.597 3.792
C 2.591 -9.362 3.744
O 1.777 -10.263 3.896
O 2.416 -7.960 3.541
C 1.178 -7.635 2.977
H 6.140 -10.634 2.948
H 6.256 -11.805 4.351
H 6.338 -10.165 4.690
H 4.198 -11.096 5.182
H 3.907 -11.581 3.419
H 0.373 -8.125 3.524
H 1.178 -8.034 1.963
H 1.010 -6.559 2.942
C -3.058 10.308 1.339
C -4.550 10.847 1.538
O -5.310 9.939 0.823
C -6.622 9.997 0.927
O -7.319 10.518 1.769
O -7.093 9.345 -0.244
C -8.482 9.178 -0.542
H -2.875 9.452 1.988
H -2.393 11.096 1.691
H -2.978 10.011 0.294
H -4.765 11.814 1.083
H -4.963 10.964 2.540
H -8.975 8.955 0.404
H -8.620 8.390 -1.282
H -8.847 10.123 -0.945
C -1.248 -4.206 -7.465
C -1.691 -4.837 -8.761
O -3.090 -4.957 -8.889
C -3.601 -5.421 -10.015
O -2.950 -6.056 -10.833
O -4.927 -5.320 -9.964
C -5.753 -5.795 -10.996
H -0.235 -4.434 -7.133
H -2.022 -4.564 -6.786
H -1.334 -3.123 -7.548
H -1.245 -5.819 -8.922
H -1.300 -4.245 -9.589
H -6.785 -5.549 -10.750
H -5.667 -6.867 -11.178
H -5.450 -5.159 -11.828
C 5.199 12.856 -2.032
C 4.152 11.714 -1.711
O 4.795 10.759 -0.886
C 4.474 9.473 -0.906
O 3.590 8.915 -1.603
O 5.331 8.781 -0.127
C 5.057 7.458 0.039
H 6.070 12.477 -2.566
H 5.488 13.397 -1.131
H 4.759 13.662 -2.619
H 3.910 11.248 -2.666
H 3.186 12.078 -1.361
H 5.894 7.033 0.594
H 4.961 6.857 -0.865
H 4.139 7.253 0.591
C 9.175 -1.053 -4.914
C 9.193 0.000 -3.789
O 8.602 -0.660 -2.654
C 8.828 -0.296 -1.377
O 9.347 0.743 -1.013
O 8.282 -1.207 -0.607
C 8.007 -1.041 0.790
H 9.915 -1.853 -4.935
H 9.357 -0.445 -5.801
H 8.158 -1.442 -4.973
H 8.561 0.841 -4.075
H 10.228 0.256 -3.560
H 7.088 -1.539 1.097
H 7.931 0.028 0.988
H 8.829 -1.462 1.368
C 4.931 2.749 11.073
C 5.156 1.459 10.177
O 6.535 1.402 9.792
C 7.506 1.073 10.726
O 7.345 0.984 11.943
O 8.771 1.136 10.121
C 9.846 0.745 10.977
H 5.761 2.988 11.738
H 3.979 2.741 11.603
H 4.802 3.562 10.358
H 4.452 1.539 9.349
H 4.969 0.573 10.784
H 10.075 1.438 11.787
H 10.763 0.749 10.388
H 9.748 -0.301 11.269
C 3.597 -0.182 -11.538
C 4.360 -0.335 -10.249
O 3.684 0.166 -9.118
C 3.662 1.437 -8.864
O 4.234 2.317 -9.465
O 2.895 1.574 -7.785
C 2.962 2.718 -7.004
H 2.713 -0.816 -11.615
H 4.239 -0.431 -12.383
H 3.267 0.839 -11.726
H 5.370 0.073 -10.293
H 4.474 -1.404 -10.068
H 2.681 2.541 -5.966
H 2.283 3.450 -7.440
H 3.942 3.193 -7.045
C 5.668 -7.851 -2.320
C 4.412 -7.112 -2.832
O 3.215 -7.869 -2.647
C 2.775 -8.717 -3.543
O 3.230 -8.767 -4.710
O 1.790 -9.394 -3.013
C 1.153 -10.424 -3.748
H 5.811 -8.801 -2.835
H 5.570 -8.123 -1.269
H 6.594 -7.284 -2.416
H 4.512 -6.662 -3.820
H 4.282 -6.201 -2.247
H 1.757 -11.328 -3.827
H 0.860 -10.078 -4.739
H 0.275 -10.758 -3.195
C 1.096 0.442 2.217
C 1.424 -0.170 0.880
C 0.146 0.003 0.128
O -0.348 1.265 0.456
C -0.172 1.372 1.890
H 1.903 1.096 2.549
H 0.943 -0.296 3.004
H 1.749 -1.209 0.933
H 2.232 0.427 0.456
H -0.611 -0.774 0.238
H 0.279 0.169 -0.941
H -1.099 1.086 2.388
H -0.052 2.412 2.193

Results
- Frontier orbital gap: 0.367 Eh

Results of the Mulliken charge analysis, in e, for atoms 1 through 99: atom 1 (C): -1.0867, atom 2 (C): -0.2514, atom 3 (O): -0.2524, atom 4 (C): 0.7652, atom 5 (O): -0.5914, atom 6 (O): -0.3044, atom 7 (C): -0.6962, atom 8 (H): 0.3173, atom 9 (H): 0.3024, atom 10 (H): 0.3265, atom 11 (H): 0.3363, atom 12 (H): 0.2686, atom 13 (H): 0.2910, atom 14 (H): 0.3185, atom 15 (H): 0.2565, atom 16 (C): -0.9783, atom 17 (C): -0.3117, atom 18 (O): -0.3308, atom 19 (C): 0.6828, atom 20 (O): -0.4916, atom 21 (O): -0.3127, atom 22 (C): -0.6128, atom 23 (H): 0.2561, atom 24 (H): 0.2829, atom 25 (H): 0.3425, atom 26 (H): 0.3213, atom 27 (H): 0.3259, atom 28 (H): 0.2804, atom 29 (H): 0.2809, atom 30 (H): 0.2652, atom 31 (C): -1.0202, atom 32 (C): -0.2184, atom 33 (O): -0.3051, atom 34 (C): 0.7599, atom 35 (O): -0.5909, atom 36 (O): -0.3138, atom 37 (C): -0.6379, atom 38 (H): 0.2882, atom 39 (H): 0.2746, atom 40 (H): 0.3384, atom 41 (H): 0.2570, atom 42 (H): 0.3425, atom 43 (H): 0.3213, atom 44 (H): 0.2777, atom 45 (H): 0.2268, atom 46 (C): -1.0836, atom 47 (C): -0.1951, atom 48 (O): -0.2945, atom 49 (C): 0.7031, atom 50 (O): -0.5725, atom 51 (O): -0.2747, atom 52 (C): -0.6521, atom 53 (H): 0.3558, atom 54 (H): 0.2975, atom 55 (H): 0.3097, atom 56 (H): 0.3257, atom 57 (H): 0.2541, atom 58 (H): 0.2341, atom 59 (H): 0.2916, atom 60 (H): 0.3008, atom 61 (C): -1.2166, atom 62 (C): -0.1778, atom 63 (O): -0.2549, atom 64 (C): 0.6918, atom 65 (O): -0.5511, atom 66 (O): -0.2886, atom 67 (C): -0.6048, atom 68 (H): 0.3132, atom 69 (H): 0.3859, atom 70 (H): 0.3220, atom 71 (H): 0.2809, atom 72 (H): 0.3148, atom 73 (H): 0.2954, atom 74 (H): 0.2638, atom 75 (H): 0.2265, atom 76 (C): -0.9995, atom 77 (C): -0.3963, atom 78 (O): -0.1876, atom 79 (C): 0.6381, atom 80 (O): -0.5501, atom 81 (O): -0.2600, atom 82 (C): -0.6219, atom 83 (H): 0.2611, atom 84 (H): 0.3547, atom 85 (H): 0.2898, atom 86 (H): 0.3203, atom 87 (H): 0.3697, atom 88 (H): 0.3008, atom 89 (H): 0.2106, atom 90 (H): 0.2704, atom 91 (C): -1.0801, atom 92 (C): -0.2760, atom 93 (O): -0.2380, atom 94 (C): 0.7392, atom 95 (O): -0.5676, atom 96 (O): -0.3175, atom 97 (C): -0.6178, atom 98 (H): 0.3348, atom 99 (H): 0.3037

Arrangement ii

ORCA calculation (ωB97M-V/def2-TZVPD) on 13 unconnected molecules or ions with the total composition C52H104O37.

Positions of all 193 atoms, in Å:
C 1.108 3.834 -16.363
C 0.964 3.306 -17.719
O 0.018 2.214 -17.674
C 0.336 1.082 -18.250
O 1.337 0.766 -18.803
O -0.765 0.289 -18.191
C -0.742 -1.038 -18.788
H 1.454 4.866 -16.421
H 1.809 3.236 -15.782
H 0.119 3.888 -15.908
H 1.961 3.020 -18.053
H 0.478 4.077 -18.317
H -0.938 -1.822 -18.056
H 0.141 -1.293 -19.373
H -1.541 -1.146 -19.522
C -0.154 7.197 -21.322
C -0.987 8.188 -22.124
O -1.375 7.639 -23.366
C -2.313 6.647 -23.554
O -3.004 6.220 -22.667
O -2.218 6.208 -24.818
C -3.081 5.168 -25.228
H -0.701 6.257 -21.253
H 0.039 7.496 -20.291
H 0.832 7.083 -21.773
H -0.395 9.086 -22.302
H -1.853 8.518 -21.550
H -2.581 4.524 -25.951
H -3.988 5.582 -25.669
H -3.432 4.540 -24.410
C 4.356 2.858 -19.774
C 4.575 3.834 -18.556
O 4.732 5.209 -18.853
C 3.680 5.899 -19.251
O 2.474 5.602 -19.318
O 4.218 7.129 -19.577
C 3.393 8.152 -20.006
H 5.089 2.937 -20.577
H 3.394 3.100 -20.227
H 4.376 1.826 -19.422
H 5.563 3.552 -18.191
H 3.907 3.518 -17.755
H 2.999 8.035 -21.015
H 3.937 9.082 -20.175
H 2.641 8.412 -19.262
C 7.810 6.050 -19.683
C 7.676 7.606 -19.723
O 7.705 8.048 -21.076
C 8.814 7.994 -21.808
O 9.891 7.525 -21.458
O 8.526 8.459 -23.019
C 9.589 8.442 -24.008
H 7.725 5.564 -18.711
H 8.767 5.724 -20.089
H 7.048 5.683 -20.372
H 8.514 8.079 -19.212
H 6.756 8.045 -19.338
H 10.331 9.179 -23.702
H 9.211 8.595 -25.019
H 10.199 7.539 -24.020
C 1.178 7.978 -16.636
C 0.833 9.046 -15.618
O 1.687 10.181 -15.896
C 1.325 11.410 -15.506
O 0.283 11.729 -14.957
O 2.299 12.263 -15.739
C 2.174 13.684 -15.821
H 0.648 8.220 -17.557
H 0.755 6.996 -16.427
H 2.250 7.805 -16.740
H 1.041 8.757 -14.588
H -0.223 9.305 -15.706
H 3.136 14.104 -16.113
H 1.929 14.051 -14.824
H 1.334 13.979 -16.450
C 2.583 -0.553 -21.343
C 2.336 0.776 -22.051
O 3.470 1.138 -22.801
C 3.749 2.347 -23.275
O 4.676 2.593 -24.049
O 2.893 3.224 -22.776
C 2.960 4.598 -22.917
H 3.425 -0.658 -20.659
H 2.636 -1.329 -22.107
H 1.743 -0.800 -20.694
H 1.984 1.539 -21.357
H 1.499 0.582 -22.722
H 2.746 4.827 -23.961
H 3.927 4.960 -22.567
H 2.220 5.124 -22.314
C 3.659 10.407 -23.524
C 5.151 10.095 -23.597
O 5.420 9.341 -24.735
C 5.157 8.005 -24.809
O 4.695 7.318 -23.889
O 5.383 7.711 -26.099
C 5.178 6.350 -26.608
H 3.401 10.887 -24.468
H 3.446 11.118 -22.726
H 2.962 9.620 -23.236
H 5.421 9.571 -22.680
H 5.812 10.962 -23.605
H 6.006 5.657 -26.457
H 5.147 6.414 -27.695
H 4.240 5.814 -26.464
C -2.709 10.526 -17.602
C -1.678 10.240 -18.639
O -0.691 11.310 -18.726
C 0.449 11.074 -19.334
O 0.680 10.241 -20.232
O 1.250 12.069 -18.949
C 2.637 11.869 -19.322
H -3.189 11.502 -17.680
H -2.383 10.453 -16.565
H -3.523 9.813 -17.734
H -2.289 10.110 -19.532
H -1.166 9.291 -18.476
H 3.082 12.863 -19.285
H 2.822 11.518 -20.338
H 3.256 11.204 -18.721
C 8.175 10.752 -16.932
C 6.975 11.152 -17.768
O 7.329 12.017 -18.812
C 6.448 12.284 -19.829
O 5.378 11.673 -20.008
O 6.917 13.297 -20.505
C 6.163 13.911 -21.497
H 8.696 11.597 -16.483
H 8.876 10.190 -17.549
H 7.756 10.069 -16.192
H 6.259 11.567 -17.058
H 6.549 10.229 -18.162
H 5.455 13.238 -21.980
H 6.812 14.309 -22.278
H 5.588 14.751 -21.108
C 6.558 1.908 -14.021
C 5.629 2.791 -14.846
O 4.897 2.003 -15.749
C 3.890 1.280 -15.299
O 3.355 1.343 -14.188
O 3.640 0.369 -16.259
C 2.553 -0.520 -16.007
H 7.328 1.467 -14.654
H 6.053 1.074 -13.532
H 7.016 2.464 -13.203
H 6.192 3.487 -15.468
H 4.925 3.345 -14.225
H 1.611 -0.002 -16.188
H 2.569 -0.925 -14.995
H 2.594 -1.364 -16.697
C 6.659 0.171 -22.400
C 7.542 0.810 -23.434
O 8.475 -0.076 -24.020
C 9.426 -0.628 -23.315
O 9.628 -0.423 -22.087
O 10.018 -1.566 -24.107
C 11.117 -2.244 -23.571
H 6.042 -0.630 -22.809
H 5.938 0.846 -21.939
H 7.179 -0.130 -21.491
H 8.118 1.627 -23.001
H 6.903 1.214 -24.219
H 10.815 -2.978 -22.823
H 11.819 -1.516 -23.165
H 11.584 -2.742 -24.420
C 4.421 6.121 -15.318
C 5.512 6.830 -16.014
O 6.602 5.898 -16.037
C 7.837 6.434 -16.075
O 8.020 7.664 -16.097
O 8.820 5.503 -16.307
C 10.077 5.885 -16.789
H 3.488 6.679 -15.237
H 4.743 5.992 -14.285
H 4.256 5.157 -15.799
H 5.810 7.591 -15.292
H 5.206 7.242 -16.976
H 10.702 4.993 -16.835
H 10.462 6.607 -16.069
H 10.047 6.312 -17.791
C 8.070 0.810 -18.903
C 8.176 1.288 -17.487
C 9.388 2.182 -17.650
O 9.221 2.755 -18.916
C 8.381 2.025 -19.773
H 7.160 0.237 -19.080
H 8.924 0.135 -18.851
H 8.413 0.529 -16.741
H 7.293 1.884 -17.257
H 10.222 1.538 -17.927
H 9.615 2.766 -16.758
H 8.852 1.925 -20.751
H 7.504 2.659 -19.898

Results
- Frontier orbital gap: 0.348 Eh

Results of the Mulliken charge analysis, in e, for atoms 1 through 99: atom 1 (C): -0.6089, atom 2 (C): 0.6437, atom 3 (O): -0.3827, atom 4 (C): 0.5326, atom 5 (O): -0.2859, atom 6 (O): -0.4203, atom 7 (C): -0.7010, atom 8 (H): -0.2608, atom 9 (H): -0.0116, atom 10 (H): 0.5426, atom 11 (H): -0.0866, atom 12 (H): 0.1894, atom 13 (H): 0.3253, atom 14 (H): 0.1645, atom 15 (H): 0.2920, atom 16 (C): 0.0667, atom 17 (C): -0.3645, atom 18 (O): -0.3707, atom 19 (C): 0.7293, atom 20 (O): -0.5701, atom 21 (O): -0.3135, atom 22 (C): -0.7067, atom 23 (H): 0.5938, atom 24 (H): -0.2926, atom 25 (H): -0.1922, atom 26 (H): 0.2039, atom 27 (H): 0.3091, atom 28 (H): 0.2514, atom 29 (H): 0.2823, atom 30 (H): 0.3411, atom 31 (C): -1.4376, atom 32 (C): 1.0151, atom 33 (O): 0.5138, atom 34 (C): -0.0702, atom 35 (O): -0.3950, atom 36 (O): 0.0694, atom 37 (C): 0.2909, atom 38 (H): 0.4407, atom 39 (H): 0.1556, atom 40 (H): 0.6691, atom 41 (H): -0.2172, atom 42 (H): -0.8430, atom 43 (H): 0.0659, atom 44 (H): -0.3977, atom 45 (H): -0.0744, atom 46 (C): -0.8186, atom 47 (C): 0.0084, atom 48 (O): 0.1019, atom 49 (C): 0.3870, atom 50 (O): -0.6327, atom 51 (O): -0.0984, atom 52 (C): -0.8495, atom 53 (H): -0.0443, atom 54 (H): 0.6510, atom 55 (H): 0.3535, atom 56 (H): 0.2297, atom 57 (H): -0.3096, atom 58 (H): 0.3127, atom 59 (H): 0.2656, atom 60 (H): 0.3384, atom 61 (C): 0.2965, atom 62 (C): -0.6926, atom 63 (O): 0.0036, atom 64 (C): 0.6066, atom 65 (O): -0.6358, atom 66 (O): -0.2575, atom 67 (C): -0.7298, atom 68 (H): -0.3791, atom 69 (H): 0.4388, atom 70 (H): -0.2590, atom 71 (H): 0.4218, atom 72 (H): 0.2129, atom 73 (H): 0.2252, atom 74 (H): 0.3508, atom 75 (H): 0.2848, atom 76 (C): -0.7639, atom 77 (C): 0.1272, atom 78 (O): -0.2294, atom 79 (C): 0.7165, atom 80 (O): -0.6169, atom 81 (O): -0.3442, atom 82 (C): -0.6994, atom 83 (H): 0.2179, atom 84 (H): 0.4915, atom 85 (H): -0.1687, atom 86 (H): 0.0532, atom 87 (H): 0.3628, atom 88 (H): 0.3671, atom 89 (H): 0.3037, atom 90 (H): 0.2896, atom 91 (C): -1.2477, atom 92 (C): 0.6239, atom 93 (O): -0.3683, atom 94 (C): 0.5370, atom 95 (O): -0.3466, atom 96 (O): -0.3788, atom 97 (C): -0.7001, atom 98 (H): 0.4628, atom 99 (H): 0.2112

Tell me which of them is the least stable. Sure, it is arrangement i.

Arrangement i

ORCA calculation (ωB97M-V/def2-TZVPD) on a molecular structure, C3H10N4O.

Positions of all 18 atoms, in Å:
C -0.268 1.978 -0.146
C -1.931 -0.919 0.302
C 0.278 -1.332 -0.183
H -1.286 2.498 0.302
H 0.255 2.727 -0.732
H 0.555 1.477 0.680
H -0.028 0.656 -1.308
H -2.432 -0.738 -0.791
H -2.681 -0.430 1.459
H -1.671 -2.234 0.471
H 2.119 -1.913 -0.307
H 2.003 0.059 1.167
H 2.394 0.960 -0.071
N -0.794 0.768 -0.776
N -0.765 -0.345 0.318
N 1.702 -0.879 -0.247
N 2.498 0.185 0.281
O 0.052 -2.517 -0.418

Results
- Frontier orbital gap: 0.381 Eh

Want to see where the charge sits? The Mulliken charges in e are: atom 1 (C): -0.6973, atom 2 (C): -0.8248, atom 3 (C): 0.3902, atom 4 (H): 0.2272, atom 5 (H): 0.3068, atom 6 (H): 0.1717, atom 7 (H): 0.2932, atom 8 (H): 0.3084, atom 9 (H): 0.2128, atom 10 (H): 0.2636, atom 11 (H): 0.2827, atom 12 (H): 0.3208, atom 13 (H): 0.2801, atom 14 (N): -0.4040, atom 15 (N): 0.2032, atom 16 (N): -0.1135, atom 17 (N): -0.6384, atom 18 (O): -0.5828

Arrangement ii

ORCA calculation (ωB97M-V/def2-TZVPD) on a single C3H10N4O molecule.

Positions of all 18 atoms, in Å:
C -2.369 0.594 -0.140
N -0.048 -1.976 -0.214
N -0.334 -0.631 -0.457
N -1.227 -0.023 0.496
H -0.751 -2.535 -0.686
H -0.061 -2.199 0.782
H -2.825 1.276 0.574
H -2.105 1.131 -1.056
H -3.063 -0.213 -0.379
C 1.841 -0.208 0.860
C 0.767 0.427 -0.005
N 1.297 1.121 -1.090
O -0.211 1.141 0.733
H 2.201 1.554 -0.976
H 0.602 1.587 -1.656
H 2.512 0.579 1.196
H 1.389 -0.671 1.732
H 2.385 -0.953 0.286

Results
- Frontier orbital gap: 0.362 Eh
- SMILES: CN1O[C@](C)(N)N1N

Want to see where the charge sits? The Mulliken charges in e are: atom 1 (C): -0.6555, atom 2 (N): -0.6262, atom 3 (N): 0.0206, atom 4 (N): -0.1187, atom 5 (H): 0.2784, atom 6 (H): 0.2066, atom 7 (H): 0.2435, atom 8 (H): 0.3065, atom 9 (H): 0.2966, atom 10 (C): -1.6208, atom 11 (C): 0.9946, atom 12 (N): -0.4900, atom 13 (O): -0.4308, atom 14 (H): 0.2138, atom 15 (H): 0.2026, atom 16 (H): 0.4681, atom 17 (H): 0.3466, atom 18 (H): 0.3642

Tell me which of them is the least stable. Sure, it is arrangement i.